(1)
ORCA calculation (the ωB97M-V functional and the def2-TZVPD basis) on a molecular structure, C37H35BrIMnN3 at a distorted geometry.

Atoms and positions in Å:
C1 -0.886 2.688 -4.012
H1 2.615 -2.997 -1.784
H2 2.245 4.274 -2.427
H3 2.473 0.850 3.262
H4 0.992 1.430 4.440
H5 -3.760 -4.106 -1.393
C2 -2.326 -2.553 -1.037
C3 2.490 -0.234 3.289
C4 4.365 -2.808 -3.002
C5 1.360 3.839 -2.871
H6 2.837 -0.563 4.270
C6 4.379 -0.148 -2.223
C7 -2.408 -0.679 -2.529
H7 3.141 -2.378 2.174
C8 5.355 -0.621 -3.086
H8 -1.754 2.214 -4.443
H9 3.225 -0.553 2.553
C9 -1.621 4.278 1.054
C10 -2.018 1.993 0.444
H10 1.237 5.271 -4.465
C11 0.801 2.718 -2.294
H11 -2.756 -3.606 2.342
C12 0.010 1.221 4.034
H12 0.132 -4.746 2.561
H13 -3.834 -0.794 -4.118
N1 -2.552 6.611 1.525
C13 -3.452 -1.295 -3.242
H14 -2.729 1.190 0.160
N2 -1.931 0.502 -2.945
C14 0.803 4.392 -4.015
H15 -4.769 -2.967 -3.352
C15 -0.317 3.801 -4.585
C16 -2.509 3.257 0.700
H16 2.358 -3.629 3.127
H17 1.243 2.293 -1.408
H18 -1.898 -3.105 -0.207
H19 -2.794 -0.103 4.357
C17 -0.257 4.010 1.171
C18 -2.126 5.570 1.300
Br1 4.421 1.669 -1.704
C19 -1.403 -1.919 2.467
C20 -0.246 -2.667 2.225
N3 -0.889 0.983 -2.304
H20 1.279 2.544 1.015
C21 -1.283 -0.604 2.946
C22 -2.782 -2.526 2.430
H21 -1.304 -4.450 1.587
C23 2.231 -2.960 2.275
C24 5.353 -1.952 -3.460
C25 -2.527 0.152 3.328
Mn1 -0.604 -0.053 -0.358
H22 -3.366 -0.107 2.688
H23 0.426 4.800 1.447
H24 -0.289 2.071 3.420
H25 -0.750 4.215 -5.486
C26 0.216 2.736 0.915
H26 2.140 -3.576 1.385
I1 1.985 -0.353 -0.265
H27 -0.682 1.151 4.873
C27 -0.028 -0.071 3.263
H28 -2.383 1.227 3.268
H29 6.133 -2.319 -4.106
H30 0.283 -4.253 0.877
H31 4.356 -3.846 -3.294
C28 -3.386 -3.147 -1.725
C29 -0.342 2.121 -2.844
H32 -3.299 -2.301 3.363
H33 6.117 0.056 -3.443
H34 -3.564 3.468 0.613
C30 -0.646 1.711 0.518
C31 1.013 -2.102 2.472
C32 3.387 -2.337 -2.147
C33 -0.296 -4.106 1.789
C34 -3.944 -2.511 -2.825
H35 -3.382 -2.139 1.607
C35 1.131 -0.804 2.983
C36 3.401 -1.012 -1.744
C37 -1.836 -1.305 -1.371

Values from the calculation:
* charge: 0
* multiplicity: 6
* HOMO energy (spin up / spin down): -7.40 / -8.12 eV
* DFT total energy: -152868.033 eV
* <S²>: 8.780
* Kohn-Sham gap (spin up / spin down): 6.3255 / 6.9040 eV

---

(2)
ORCA calculation (the ωB97M-V functional and the def2-TZVPD basis) on a molecular structure, C37H35Cl5GeS4Sb3Tc at a distorted geometry.

Atoms and positions in Å:
H1 -0.101 4.831 2.070
H2 2.076 -2.541 0.641
H3 0.235 -2.322 3.629
C1 2.348 3.851 -2.222
C2 -0.900 4.955 1.333
C3 0.457 3.216 6.144
C4 -3.848 3.863 0.430
H4 -4.641 3.262 0.877
C5 0.322 -2.051 -3.878
C6 2.390 -2.398 -1.485
C7 -0.252 -6.056 -0.377
Sb1 -0.003 0.039 2.363
Sb2 -4.197 -0.336 -1.683
C8 4.687 -2.693 -2.198
C9 -0.379 -3.821 -1.291
H5 1.187 0.062 -6.402
Cl1 4.457 2.395 -1.409
C10 1.837 1.938 -0.852
C11 2.773 2.749 -1.497
C12 0.068 1.989 5.629
Cl2 0.444 5.416 -3.282
C13 -0.385 -2.994 -4.624
H6 0.530 1.082 6.008
C14 0.079 3.222 -1.710
S1 -1.574 0.132 -2.267
H7 -1.091 -3.569 -6.570
Tc1 -1.069 0.795 0.021
C15 -1.634 -6.177 -0.476
C16 0.037 -1.741 -6.639
S2 -5.197 1.542 -2.368
C17 0.447 2.136 -0.889
C18 3.343 -2.474 -2.501
H8 -3.283 2.117 3.255
H9 -3.950 4.904 0.744
H10 -0.829 -3.852 -4.131
H11 -2.369 -3.152 -1.788
H12 -1.670 5.173 4.399
H13 0.133 5.342 6.072
H14 6.130 -3.020 -0.643
Cl3 -1.600 3.540 -2.065
H15 1.436 -0.202 -3.964
H16 0.406 -2.616 1.882
H17 -2.120 -7.095 -0.161
H18 -0.074 -1.623 -7.710
C19 -0.157 4.372 5.685
C20 0.376 -4.883 -0.780
S3 -5.079 -2.384 -1.863
C21 -1.237 0.522 4.079
C22 -1.763 -3.956 -1.389
H19 -2.275 0.407 3.772
H20 -1.601 5.721 1.681
H21 0.339 -6.878 0.013
H22 -1.006 -0.255 4.808
H23 1.231 3.267 6.903
C23 -0.154 -2.072 2.642
H24 -0.473 5.258 0.375
H25 3.040 -2.357 -3.537
C24 -0.918 1.879 4.643
H26 -3.470 -5.200 -1.058
C25 -1.560 3.043 4.202
H27 2.632 -0.262 2.848
H28 -3.924 3.784 -0.649
H29 1.455 -4.797 -0.702
C26 2.805 -2.576 -0.162
C27 0.887 -0.951 -4.532
C28 5.086 -2.849 -0.878
H30 4.448 -2.925 1.176
C29 -2.666 3.012 3.188
C30 1.861 0.324 3.351
Cl4 2.516 0.579 -0.019
C31 -0.479 -0.635 -1.216
H31 -3.316 3.878 3.316
C32 -0.529 -2.837 -6.000
C33 0.987 4.080 -2.341
H32 5.419 -2.745 -2.996
Cl5 3.486 4.895 -2.978
C34 -1.163 4.274 4.736
H33 1.741 -0.024 4.380
H34 -1.202 -2.365 2.571
Sb3 -1.982 3.131 1.137
S4 -3.157 0.273 0.522
H35 2.144 1.379 3.349
Ge1 0.505 -2.225 -1.951
C35 -2.391 -5.125 -0.979
C36 0.748 -0.797 -5.905
C37 4.141 -2.795 0.143

Values from the calculation:
* charge: 0
* energy relative to the best compared isomer or geometry (same formula, charge and spin): 139.1 kJ/mol
* multiplicity: 1
* HOMO energy (spin up / spin down): -8.14 / -8.14 eV
* DFT total energy: -223216.330 eV
* Kohn-Sham gap (spin up / spin down): 5.8794 / 5.8818 eV

---

(3)
ORCA calculation (the ωB97M-V functional and the def2-TZVPD basis) on a molecular structure, C37H35ClN2NdS2Si2 at a distorted geometry.

Atoms and positions in Å:
C1 -2.311 -0.936 3.332
H1 0.350 -0.434 -6.428
H2 0.157 2.342 -1.750
C2 1.631 3.376 -6.701
H3 3.907 0.064 -4.273
C3 -3.017 3.418 -1.070
C4 -0.762 -1.694 -0.275
H4 -1.163 3.405 -4.741
C5 -2.509 -3.016 -1.345
C6 0.442 1.984 -4.594
C7 1.776 -1.441 -5.125
H5 -1.517 4.044 -2.479
H6 1.955 3.201 7.310
H7 0.682 -2.880 0.888
C8 -2.175 -0.007 4.399
H8 3.283 0.984 7.812
C9 -1.928 -1.774 -1.062
C10 -1.915 -4.202 -0.897
H9 2.308 -4.811 -5.142
H10 2.022 0.163 -2.830
H11 3.242 1.935 -6.560
H12 2.089 3.911 -7.530
C11 -1.767 3.325 -1.698
C12 -2.447 1.507 0.313
S1 0.141 4.133 5.833
N1 0.381 1.837 4.694
C13 0.685 -3.815 -6.166
H13 -0.407 -5.034 0.420
C14 -0.805 -4.135 -0.046
H14 -0.367 -2.598 5.513
H15 -0.739 -2.538 -7.158
C15 -0.199 3.099 -5.142
C16 2.416 -2.676 -4.908
H16 -0.088 4.687 -6.593
H17 -2.727 0.806 1.113
C17 1.843 -3.857 -5.384
C18 0.400 3.804 -6.189
H18 -2.026 4.006 4.103
H19 -2.423 -0.855 -1.403
S2 3.423 -1.402 7.018
H20 3.373 -2.700 -4.381
H21 -0.039 1.434 -3.777
Si1 2.417 0.072 -4.245
H22 -1.890 2.480 3.182
C19 -1.334 -0.585 5.388
C20 -3.333 2.533 -0.035
C21 1.302 2.996 6.472
C22 2.054 0.587 6.039
C23 2.365 -2.872 4.834
H23 3.139 -3.556 5.204
Si2 -0.138 -0.028 0.228
C24 -1.546 -2.096 3.657
C25 -1.324 3.319 3.604
Nd1 0.179 -0.225 3.408
H24 -1.109 -0.166 6.377
C26 0.717 -1.394 -6.052
C27 -0.335 2.953 4.644
C28 -0.202 -2.901 0.228
H25 -0.814 3.870 2.800
H26 -4.270 2.630 0.512
C29 -1.193 1.378 -0.335
C30 0.139 -2.579 -6.517
H27 -1.483 -3.019 3.075
H28 0.231 -4.740 -6.518
H29 -3.721 4.207 -1.343
H30 -3.443 -3.052 -1.907
C31 2.936 0.281 7.066
C32 1.295 1.815 5.769
H31 -2.693 0.955 4.493
C33 1.692 1.569 -5.080
H32 1.383 -3.334 4.994
C34 2.457 -1.606 5.587
C35 2.281 2.266 -6.153
C36 -0.843 2.346 -1.309
N2 1.841 -0.503 5.179
H33 -2.945 -0.814 2.449
Cl1 1.800 0.270 -0.331
C37 -0.946 -1.872 4.932
H34 -2.349 -5.171 -1.159
H35 2.512 -2.676 3.764

Values from the calculation:
* charge: +1
* energy relative to the best compared isomer or geometry (same formula, charge and spin): 224.9 kJ/mol
* multiplicity: 4
* HOMO energy (spin up / spin down): -8.80 / -8.75 eV
* DFT total energy: -107137.888 eV
* <S²>: 3.757
* Kohn-Sham gap (spin up / spin down): 5.3842 / 5.3474 eV

---

What did the third record say?
ORCA calculation (the ωB97M-V functional and the def2-TZVPD basis) on a molecular structure, C37H35ClN2NdS2Si2 at a distorted geometry.

Atoms and positions in Å:
C1 -2.311 -0.936 3.332
H1 0.350 -0.434 -6.428
H2 0.157 2.342 -1.750
C2 1.631 3.376 -6.701
H3 3.907 0.064 -4.273
C3 -3.017 3.418 -1.070
C4 -0.762 -1.694 -0.275
H4 -1.163 3.405 -4.741
C5 -2.509 -3.016 -1.345
C6 0.442 1.984 -4.594
C7 1.776 -1.441 -5.125
H5 -1.517 4.044 -2.479
H6 1.955 3.201 7.310
H7 0.682 -2.880 0.888
C8 -2.175 -0.007 4.399
H8 3.283 0.984 7.812
C9 -1.928 -1.774 -1.062
C10 -1.915 -4.202 -0.897
H9 2.308 -4.811 -5.142
H10 2.022 0.163 -2.830
H11 3.242 1.935 -6.560
H12 2.089 3.911 -7.530
C11 -1.767 3.325 -1.698
C12 -2.447 1.507 0.313
S1 0.141 4.133 5.833
N1 0.381 1.837 4.694
C13 0.685 -3.815 -6.166
H13 -0.407 -5.034 0.420
C14 -0.805 -4.135 -0.046
H14 -0.367 -2.598 5.513
H15 -0.739 -2.538 -7.158
C15 -0.199 3.099 -5.142
C16 2.416 -2.676 -4.908
H16 -0.088 4.687 -6.593
H17 -2.727 0.806 1.113
C17 1.843 -3.857 -5.384
C18 0.400 3.804 -6.189
H18 -2.026 4.006 4.103
H19 -2.423 -0.855 -1.403
S2 3.423 -1.402 7.018
H20 3.373 -2.700 -4.381
H21 -0.039 1.434 -3.777
Si1 2.417 0.072 -4.245
H22 -1.890 2.480 3.182
C19 -1.334 -0.585 5.388
C20 -3.333 2.533 -0.035
C21 1.302 2.996 6.472
C22 2.054 0.587 6.039
C23 2.365 -2.872 4.834
H23 3.139 -3.556 5.204
Si2 -0.138 -0.028 0.228
C24 -1.546 -2.096 3.657
C25 -1.324 3.319 3.604
Nd1 0.179 -0.225 3.408
H24 -1.109 -0.166 6.377
C26 0.717 -1.394 -6.052
C27 -0.335 2.953 4.644
C28 -0.202 -2.901 0.228
H25 -0.814 3.870 2.800
H26 -4.270 2.630 0.512
C29 -1.193 1.378 -0.335
C30 0.139 -2.579 -6.517
H27 -1.483 -3.019 3.075
H28 0.231 -4.740 -6.518
H29 -3.721 4.207 -1.343
H30 -3.443 -3.052 -1.907
C31 2.936 0.281 7.066
C32 1.295 1.815 5.769
H31 -2.693 0.955 4.493
C33 1.692 1.569 -5.080
H32 1.383 -3.334 4.994
C34 2.457 -1.606 5.587
C35 2.281 2.266 -6.153
C36 -0.843 2.346 -1.309
N2 1.841 -0.503 5.179
H33 -2.945 -0.814 2.449
Cl1 1.800 0.270 -0.331
C37 -0.946 -1.872 4.932
H34 -2.349 -5.171 -1.159
H35 2.512 -2.676 3.764

Values from the calculation:
* charge: +1
* energy relative to the best compared isomer or geometry (same formula, charge and spin): 224.9 kJ/mol
* multiplicity: 4
* HOMO energy (spin up / spin down): -8.80 / -8.75 eV
* DFT total energy: -107137.888 eV
* <S²>: 3.757
* Kohn-Sham gap (spin up / spin down): 5.3842 / 5.3474 eV

---

multiplicity of number 2 (C37H35Cl5GeS4Sb3Tc)? 1

---

charge of number 2 (C37H35Cl5GeS4Sb3Tc)? 0